Entry 1:
The following is a quantum chemistry calculation of 3 unconnected molecules or ions with the total composition C20H37BN3O6S2 at a distorted geometry, from the OMol25 dataset.

HOMO: -11.6 eV
electronic energy: -60433.963 eV
energy above the lowest of the compared OMol25 structures with the same formula, charge and spin: 0.000 eV

The geometry in ORCA input format:
```
! wB97M-V def2-TZVPD RIJCOSX def2/J DEFGRID3
* xyz 1 1
C -4.587 -2.124 4.120
C -3.227 -1.536 3.745
O -3.404 -0.139 3.395
N -2.637 0.344 2.302
C -1.207 0.087 2.386
C -0.386 1.014 1.519
C 1.000 0.854 1.539
C 1.819 1.638 0.742
C 1.274 2.611 -0.105
C 2.177 3.428 -0.989
C -0.104 2.793 -0.098
C -0.925 2.004 0.707
C -3.247 -0.103 1.119
N -4.125 0.697 0.476
N -3.006 -1.348 0.650
B -1.894 -1.684 -0.387
C -1.569 -0.720 -1.558
O -1.288 -2.891 -0.246
H -5.390 -1.544 3.664
H -4.727 -2.196 5.194
H -4.668 -3.131 3.709
H -2.564 -1.574 4.609
H -2.802 -2.097 2.916
H -0.967 -0.954 2.123
H -0.929 0.228 3.431
H 1.437 0.097 2.182
H 2.891 1.490 0.782
H 1.584 4.043 -1.664
H 2.878 4.029 -0.422
H 2.741 2.740 -1.623
H -0.536 3.559 -0.731
H -1.992 2.192 0.705
H -4.955 1.021 0.952
H -3.895 1.061 -0.436
H -3.905 -1.698 0.310
H -2.461 -0.277 -2.011
H -1.083 -1.306 -2.340
H -0.870 0.068 -1.266
H -0.574 -2.926 0.401
C 7.168 6.926 0.270
C 7.316 7.237 -1.226
C 6.623 6.107 -2.000
S 5.330 5.483 -0.918
O 5.630 4.119 -0.555
O 4.038 5.833 -1.454
C 5.705 6.545 0.474
H 7.446 7.776 0.890
H 7.812 6.087 0.541
H 6.831 8.188 -1.450
H 8.360 7.325 -1.520
H 6.162 6.451 -2.922
H 7.300 5.280 -2.207
H 5.514 6.002 1.396
H 5.053 7.415 0.405
C -1.384 -6.900 -1.825
C -2.348 -5.705 -1.868
C -3.632 -6.179 -2.561
S -3.758 -7.946 -2.233
O -3.635 -8.653 -3.479
O -4.861 -8.193 -1.344
C -2.212 -8.086 -1.338
H -0.535 -6.714 -1.168
H -0.998 -7.102 -2.825
H -2.574 -5.383 -0.850
H -1.912 -4.855 -2.391
H -4.525 -5.696 -2.172
H -3.585 -6.051 -3.641
H -1.767 -9.055 -1.552
H -2.442 -8.004 -0.276
*
```

=====

Entry 2:
The following is a quantum chemistry calculation of 3 unconnected molecules or ions with the total composition C20H37BN3O9S at a distorted geometry, from the OMol25 dataset.

HOMO: -11.6 eV
electronic energy: -55732.194 eV
energy above the lowest of the compared OMol25 structures with the same formula, charge and spin: 9.591 eV

The geometry in ORCA input format:
```
! wB97M-V def2-TZVPD RIJCOSX def2/J DEFGRID3
* xyz 1 1
C 5.163 -2.724 1.222
C 4.927 -2.070 -0.266
C 4.483 -0.481 -0.001
O 3.005 -0.476 -0.025
C 2.501 0.748 -0.728
C 0.881 0.659 -0.961
C -0.063 0.904 0.398
S 0.685 1.258 2.117
C -1.699 0.828 0.320
N -2.652 0.999 1.510
C -2.899 -0.318 1.919
C -1.878 -1.115 2.970
C -4.199 -1.190 1.350
C -2.378 0.548 -1.148
O -3.845 0.491 -1.372
C -1.357 0.316 -2.421
N 0.178 0.359 -2.277
B 0.970 0.080 -3.541
N 0.350 0.535 -4.885
O 2.265 -0.622 -3.636
H 4.938 -1.947 2.098
H 6.265 -3.123 1.275
H 4.401 -3.606 1.336
H 3.989 -2.598 -0.738
H 5.843 -2.156 -0.989
H 4.958 -0.047 0.977
H 4.961 0.135 -0.903
H 2.679 1.634 0.053
H 3.129 1.030 -1.674
H 0.937 2.663 2.224
H -0.841 -1.209 2.407
H -1.779 -0.570 4.009
H -2.282 -2.232 3.092
H -4.393 -2.097 2.064
H -3.858 -1.637 0.309
H -5.145 -0.526 1.148
H -4.081 1.325 -1.913
H -1.852 0.110 -3.476
H -0.426 -0.150 -5.124
H 1.082 0.330 -5.627
H 2.372 -1.321 -2.925
C -2.407 -6.687 7.428
C -2.429 -6.180 5.998
O -2.625 -4.762 5.956
C -1.545 -4.008 6.280
O -0.442 -4.429 6.591
O -1.911 -2.702 6.226
C -0.891 -1.802 6.651
H -3.312 -6.375 7.963
H -2.339 -7.778 7.452
H -1.556 -6.281 7.985
H -3.272 -6.632 5.468
H -1.520 -6.460 5.454
H 0.040 -1.963 6.098
H -0.725 -1.911 7.728
H -1.234 -0.783 6.455
C 0.056 6.972 -7.845
C -0.590 7.342 -6.523
O -0.989 6.173 -5.798
C 0.012 5.484 -5.195
O 1.197 5.775 -5.213
O -0.530 4.396 -4.590
C 0.434 3.524 -4.006
H -0.606 6.324 -8.430
H 0.284 7.867 -8.430
H 0.989 6.417 -7.695
H -1.497 7.921 -6.715
H 0.068 7.970 -5.911
H 1.091 4.061 -3.314
H 1.016 3.035 -4.793
H -0.102 2.754 -3.444
*
```

=====

Number 1: Kohn-Sham gap 6.465 eV. Number 2: Kohn-Sham gap 6.720 eV.